1.
This record from the OMol25 dataset describes 4 unconnected molecules or ions with the total composition C27H66N10O5P3S at a distorted geometry. The level of theory is ωB97M-V/def2-TZVPD.

Values from the calculation:
Maximum force, eV Å⁻¹: 8.26
HOMO energy, hartree: -0.3296
M, g mol⁻¹: 735.88
Orbital gap, eV: 3.6

```
! RIJCOSX wB97M-V def2-TZVPD def2/J DEFGRID3
* xyz 1 1
O 7.158 -7.067 6.492
C 6.248 -6.310 6.042
O 4.995 -6.899 5.773
C 3.955 -5.922 5.479
C 3.356 -5.156 6.761
C 3.629 -3.570 6.793
S 2.020 -2.627 7.074
C 6.655 -4.788 5.811
C 6.911 -3.836 7.030
C 7.258 -2.355 6.657
N 7.348 -1.944 5.271
C 7.143 -2.798 4.132
C 6.789 -4.290 4.319
H 3.077 -6.525 5.027
H 4.244 -5.173 4.642
H 3.696 -5.642 7.749
H 2.206 -5.287 6.738
H 4.217 -3.163 5.903
H 4.264 -3.335 7.733
H 1.766 -1.826 5.949
H 6.819 -4.214 8.106
H 7.415 -1.626 7.534
H 7.577 -0.949 5.072
H 7.217 -2.403 3.062
H 6.616 -5.051 3.492
O 0.524 -2.100 2.984
P 0.843 -1.609 1.556
N 1.871 -0.385 2.131
C 1.796 1.057 2.112
C 3.196 -0.826 2.538
N -0.811 -1.184 1.276
C -1.374 0.127 0.988
C -1.803 -1.934 2.060
N 1.225 -1.129 -0.100
C 1.384 0.164 -0.730
C 0.751 -2.133 -1.062
H 2.556 1.489 1.449
H 1.972 1.469 3.113
H 0.837 1.451 1.794
H 3.830 -1.009 1.657
H 3.138 -1.756 3.115
H 3.702 -0.097 3.178
H -1.038 0.896 1.684
H -2.467 0.133 1.066
H -1.197 0.419 -0.047
H -1.921 -1.513 3.068
H -1.543 -2.989 2.141
H -2.785 -1.920 1.567
H 0.717 0.941 -0.361
H 1.210 0.120 -1.813
H 2.415 0.514 -0.617
H -0.305 -1.982 -1.305
H 0.865 -3.140 -0.651
H 1.331 -2.111 -1.990
O -0.801 3.494 -1.427
P -0.242 4.317 -2.607
N 0.784 5.191 -1.576
C 0.831 6.576 -1.172
C 1.995 4.494 -1.166
N -1.797 5.003 -2.934
C -2.202 6.398 -2.878
C -2.953 4.188 -2.531
N 0.428 5.211 -3.976
C 0.784 6.603 -4.155
C 0.030 4.596 -5.251
H 1.713 7.083 -1.581
H 0.889 6.661 -0.079
H -0.035 7.158 -1.467
H 2.735 4.494 -1.980
H 1.777 3.453 -0.905
H 2.459 4.943 -0.283
H -1.909 6.889 -1.950
H -3.290 6.514 -2.928
H -1.852 6.950 -3.751
H -3.181 4.314 -1.464
H -2.796 3.130 -2.740
H -3.849 4.461 -3.107
H 0.133 7.312 -3.650
H 0.775 6.896 -5.212
H 1.810 6.776 -3.815
H -0.961 4.938 -5.567
H -0.001 3.507 -5.155
H 0.747 4.816 -6.047
O -4.087 0.203 -1.627
P -4.830 -0.214 -2.912
N -5.906 -1.201 -2.050
C -6.120 -2.628 -2.007
C -6.987 -0.498 -1.370
N -3.402 -0.969 -3.541
C -3.191 -2.367 -3.875
C -2.126 -0.432 -3.049
N -5.679 -0.625 -4.406
C -6.227 -1.867 -4.909
C -5.265 0.257 -5.506
H -7.085 -2.902 -2.451
H -6.129 -2.989 -0.971
H -5.359 -3.209 -2.517
H -7.764 -0.197 -2.088
H -6.615 0.404 -0.874
H -7.458 -1.105 -0.592
H -3.497 -3.047 -3.080
H -2.133 -2.595 -4.050
H -3.661 -2.625 -4.825
H -1.861 -0.860 -2.073
H -2.146 0.656 -2.969
H -1.308 -0.648 -3.752
H -5.653 -2.757 -4.660
H -6.308 -1.866 -6.003
H -7.249 -2.004 -4.542
H -4.344 -0.101 -5.980
H -5.083 1.270 -5.135
H -6.042 0.343 -6.271
*
```

Löwdin population analysis, charges in e, atoms 1 to 6:
1 O 0.10
2 C -0.35
3 O -0.01
4 C -0.17
5 C -0.21
6 C -0.56

2.
This record from the OMol25 dataset describes C4H11N3O in the gas phase at a distorted geometry. The level of theory is ωB97M-V/def2-TZVPD.

Values from the calculation:
Relative energy (zero: lowest compared OMol25 entry of this formula, charge and spin), kJ/mol: 121.25
Maximum force, eV Å⁻¹: 2.00
HOMO energy, hartree: -0.3305
M, g mol⁻¹: 117.15
Orbital gap, eV: 9.9

```
! RIJCOSX wB97M-V def2-TZVPD def2/J DEFGRID3
* xyz 0 1
N 2.511 0.527 -0.799
C 1.664 1.459 -0.035
N 0.422 0.908 0.421
C -0.368 0.285 -0.678
C -1.765 -0.011 -0.211
N -1.816 -0.890 0.953
C -1.502 -2.198 0.813
O -1.165 -2.783 -0.186
H 2.979 -0.191 -0.254
H 3.229 1.051 -1.279
H 2.195 1.871 0.833
H 1.613 2.312 -0.724
H 0.593 0.212 1.131
H 0.147 -0.654 -0.894
H -0.330 0.915 -1.561
H -2.349 -0.475 -1.012
H -2.277 0.945 -0.073
H -2.252 -0.538 1.775
H -1.527 -2.745 1.781
*
```

Löwdin population analysis, charges in e, atoms 1 to 6:
1 N 0.00
2 C -0.34
3 N -0.06
4 C -0.22
5 C -0.19
6 N 0.03